1.
Molecular formula: C29H41N10O5S3Tb
Method: DFT, the ωB97M-V functional and the def2-TZVPD basis

```
89
Properties=species:S:1:pos:R:3:forces:R:3
Tb -0.351 -0.703 -0.492 0.9 0.9 -0.4
C 0.917 -2.853 2.531 -0.1 0.0 0.0
C -0.339 -3.317 1.864 0.1 0.0 0.0
N -0.823 -2.807 0.755 -0.1 0.0 -0.1
C -1.997 -3.444 0.371 0.1 0.2 -0.1
C -2.389 -4.432 1.205 -0.1 -0.2 0.1
S -1.284 -4.585 2.494 0.0 -0.1 0.1
C -2.664 -3.021 -0.867 0.3 0.2 0.1
C -3.788 -3.543 -1.407 -0.2 -0.2 -0.1
S -4.152 -2.760 -2.876 -0.1 0.0 -0.1
C -2.793 -1.757 -2.710 0.1 0.0 0.0
N -2.103 -1.994 -1.614 -0.2 -0.1 0.0
C -2.446 -0.704 -3.715 -0.1 0.0 0.1
H 1.450 -2.161 1.881 0.0 0.0 0.0
H 1.573 -3.693 2.754 0.0 0.0 0.0
H 0.694 -2.355 3.477 0.0 0.0 0.0
H -3.254 -5.073 1.129 0.1 0.0 0.0
H -4.408 -4.343 -1.033 0.0 0.0 0.0
H -2.901 -0.915 -4.680 0.0 0.0 0.0
H -1.366 -0.653 -3.838 0.0 0.0 0.0
H -2.803 0.272 -3.380 0.0 0.0 0.0
C -0.349 3.225 0.438 0.0 0.0 -0.1
N -0.440 3.426 -1.013 0.0 -0.2 0.0
C -0.538 2.483 -1.944 -0.1 0.1 0.2
N -0.651 2.861 -3.228 0.0 0.1 -0.1
O -0.528 1.234 -1.681 0.1 -0.2 0.3
H -1.301 3.413 0.934 0.0 0.1 0.0
H 0.382 3.913 0.855 -0.1 0.1 0.1
H -0.026 2.211 0.643 0.1 -0.1 0.0
H -0.497 4.385 -1.319 0.0 0.0 0.0
H -0.710 3.827 -3.504 0.0 0.0 0.0
H -0.721 2.160 -3.942 0.0 0.0 0.0
C 2.404 0.655 2.894 0.1 0.1 0.0
N 3.187 0.895 1.680 0.0 0.0 0.1
C 4.298 1.835 1.874 0.0 0.0 0.0
C 2.789 0.453 0.486 -0.2 0.2 0.3
O 1.581 0.037 0.331 -0.1 -0.2 -0.1
N 3.636 0.482 -0.560 0.1 -0.2 -0.1
C 3.130 0.511 -1.924 0.0 0.0 0.1
C 5.056 0.137 -0.438 -0.1 0.1 0.0
H 2.122 1.608 3.343 0.0 0.0 0.0
H 3.002 0.096 3.614 0.0 0.0 0.0
H 1.508 0.098 2.659 0.0 -0.1 0.0
H 3.926 2.683 2.448 0.0 0.0 0.0
H 4.667 2.203 0.925 0.0 0.0 -0.1
H 5.112 1.374 2.434 0.0 0.0 0.0
H 2.092 0.830 -1.938 0.0 0.0 0.0
H 3.214 -0.467 -2.401 0.0 0.0 0.0
H 3.716 1.226 -2.500 0.0 0.0 0.0
H 5.289 -0.183 0.572 0.0 0.0 0.0
H 5.701 0.971 -0.711 0.0 0.0 0.0
H 5.266 -0.692 -1.117 0.0 0.0 0.0
C 1.210 -4.955 -3.886 0.0 0.1 0.0
C 2.246 -4.006 -3.259 0.0 0.0 0.0
C 3.129 -4.758 -2.248 0.0 0.1 0.0
C 3.105 -3.341 -4.346 0.0 0.0 0.0
C 1.511 -2.955 -2.530 0.1 -0.2 -0.1
N 0.931 -2.144 -1.961 0.2 -0.3 -0.2
H 1.744 -5.740 -4.423 0.0 0.0 0.0
H 0.568 -4.431 -4.594 0.0 0.0 0.0
H 0.589 -5.423 -3.122 0.0 0.0 0.0
H 3.627 -5.576 -2.770 0.0 0.0 0.0
H 2.536 -5.180 -1.436 0.0 0.0 0.0
H 3.895 -4.105 -1.827 0.0 0.0 0.0
H 3.616 -4.124 -4.905 0.0 0.0 0.0
H 3.862 -2.687 -3.910 0.0 0.0 0.0
H 2.495 -2.764 -5.042 0.0 0.0 0.0
O -0.242 5.098 3.189 0.1 -0.1 -0.2
S -1.111 5.739 4.170 0.0 0.1 0.4
O -1.036 5.150 5.497 0.0 0.0 -0.3
O -1.162 7.174 4.100 -0.1 -0.1 -0.1
C -2.763 5.131 3.700 -0.5 -0.2 0.0
N -3.912 5.717 4.078 0.3 -0.1 -0.3
C -5.038 5.083 3.772 0.2 0.0 0.0
C -5.077 3.821 3.164 -0.2 0.0 0.2
C -3.842 3.298 2.873 0.0 0.0 -0.3
N -2.714 3.959 3.076 0.2 0.5 0.3
C -3.446 2.014 2.252 -0.2 -0.2 0.0
C -2.295 1.452 2.808 0.3 0.1 0.4
C -1.594 0.516 2.115 -0.3 -0.4 -0.1
N -2.002 0.070 0.909 -0.7 0.3 0.2
C -3.161 0.541 0.416 0.0 -0.2 0.2
C -3.933 1.481 1.069 0.0 0.2 -0.1
H -5.959 5.598 4.025 0.0 -0.1 0.1
H -6.005 3.286 3.005 0.0 0.1 0.0
H -1.912 1.861 3.735 0.0 -0.1 0.0
H -0.669 0.106 2.506 0.0 0.0 0.0
H -3.463 0.157 -0.551 0.0 0.0 0.0
H -4.821 1.882 0.597 0.0 -0.1 0.0
```
Positions in Å, forces in eV/Å.

The value obtained for the HOMO-LUMO gap (alpha / beta) is 5.571 / 5.619 eV. As for the spin multiplicity: 7. Its charge is +2. As for the energy above the lowest of the compared OMol25 structures with the same formula, charge and spin: 0.00 kcal/mol. The HOMO energy (alpha / beta) comes out at -11.1 / -11.1 eV. The expectation value of S² is 12.67.

***

2.
Molecular formula: C29H42ClNS
Method: DFT, the ωB97M-V functional and the def2-TZVPD basis

```
74
Properties=species:S:1:pos:R:3:forces:R:3
C 0.968 2.045 5.163 -1.7 -7.9 -5.0
C 0.625 0.881 4.411 3.6 7.0 2.9
C 0.745 -0.259 3.194 0.3 -2.1 -1.4
C 1.631 -1.621 3.486 -1.3 0.3 -3.1
C 1.875 -2.819 2.345 -1.6 3.6 -0.5
C 2.810 -4.080 2.818 -0.5 0.9 0.7
C 1.819 -5.121 3.672 -0.9 1.5 -0.4
C 0.236 -4.974 3.232 -0.4 -0.7 0.6
Cl 2.320 -6.890 3.358 -0.2 1.6 0.5
C 1.193 -2.651 0.834 -0.2 2.6 3.9
C 0.284 -1.307 0.598 1.7 -0.6 2.4
C 0.039 -0.119 1.720 2.4 -3.1 1.0
S -0.527 -1.077 -1.117 2.1 -1.4 0.8
C 0.640 -2.056 -2.252 2.1 -1.7 -1.2
C 0.714 -1.592 -3.828 2.4 -3.6 1.6
C 1.698 -2.444 -4.831 -0.5 -0.7 4.3
C 2.600 -3.691 -4.203 -2.4 1.8 2.5
C 2.516 -4.131 -2.609 -2.2 3.3 -1.8
C 1.499 -3.284 -1.590 0.9 0.3 -4.7
N 1.441 -3.765 -0.158 1.0 3.5 -0.6
H 1.350 2.921 5.879 -1.4 -2.6 -1.9
H 2.135 -1.767 4.554 -1.2 0.4 -2.6
H 3.633 -3.624 3.551 -1.8 -1.1 -1.6
H 3.396 -4.619 1.961 -1.4 1.0 1.5
H 1.890 -4.832 4.810 0.1 -1.0 -2.3
H -0.337 -5.901 3.705 1.3 1.9 -1.1
H -0.264 -4.014 3.722 1.3 -1.9 -1.3
H 0.081 -4.995 2.060 0.4 0.1 2.5
H -0.629 0.811 1.445 1.6 -2.2 0.6
H 0.033 -0.678 -4.160 1.7 -2.3 0.7
H 1.737 -2.149 -5.970 0.0 -0.8 2.6
H 3.321 -4.299 -4.902 -1.6 1.4 1.5
H 3.168 -5.043 -2.201 -1.6 2.3 -1.0
H 2.433 -4.088 0.052 -1.8 0.3 -0.3
C 3.554 2.653 1.817 -0.1 -0.2 0.1
C 2.776 3.500 0.822 0.1 0.0 -0.1
C 3.569 4.702 0.301 -0.1 0.1 -0.1
C 3.977 5.730 1.363 0.1 -0.1 0.1
C 2.823 6.341 2.163 0.2 0.0 0.0
C 1.843 7.125 1.305 -0.2 0.0 0.1
H 3.805 3.217 2.720 0.0 -0.1 -0.1
H 2.955 1.788 2.123 0.1 0.1 0.0
H 4.481 2.279 1.372 0.0 0.1 0.1
H 1.836 3.828 1.275 0.0 0.0 0.0
H 2.503 2.869 -0.032 0.0 0.1 0.1
H 2.980 5.198 -0.479 0.1 0.0 0.0
H 4.478 4.339 -0.194 -0.1 0.0 0.0
H 4.529 6.538 0.865 -0.1 0.0 0.1
H 4.685 5.271 2.062 0.0 0.0 -0.1
H 3.245 7.017 2.916 0.0 -0.1 0.0
H 2.287 5.562 2.716 0.1 0.0 0.0
H 2.351 7.935 0.773 -0.1 -0.1 0.0
H 1.066 7.570 1.935 0.0 0.0 -0.1
H 1.347 6.485 0.570 0.0 0.1 0.0
C -3.397 -1.492 -3.670 0.2 -0.1 0.1
C -4.772 -1.858 -3.132 -0.1 0.0 -0.1
C -5.892 -0.975 -3.687 -0.1 0.0 0.1
C -5.788 0.515 -3.341 0.1 0.0 0.0
C -5.739 0.840 -1.846 0.0 0.1 -0.1
C -6.991 0.416 -1.094 0.0 0.0 0.2
H -3.105 -0.478 -3.380 0.0 0.0 0.0
H -2.642 -2.180 -3.272 0.0 0.1 -0.1
H -3.373 -1.561 -4.762 0.0 0.1 0.1
H -4.760 -1.820 -2.038 0.0 0.0 0.0
H -4.984 -2.899 -3.402 0.0 0.1 0.1
H -6.853 -1.365 -3.331 0.1 0.1 0.0
H -5.915 -1.074 -4.779 0.0 0.0 0.1
H -6.647 1.033 -3.788 0.1 0.0 0.1
H -4.900 0.939 -3.822 -0.1 0.0 0.0
H -5.616 1.924 -1.731 0.1 -0.1 0.0
H -4.859 0.381 -1.383 0.0 0.0 -0.1
H -7.881 0.895 -1.516 0.1 -0.1 0.0
H -6.916 0.709 -0.043 -0.1 -0.1 -0.1
H -7.134 -0.668 -1.127 0.0 0.1 0.0
```
Positions in Å, forces in eV/Å.

The value obtained for the HOMO-LUMO gap is 7.149 eV. The SMILES is C#Cc1cc(C[C@@H](C)Cl)c2c(c1)Sc1ccccc1N2.CCCCCC.CCCCCC. The HOMO energy comes out at -7.7 eV.

***

Number 1: calculated total energy -110808.66357 eV. Number 2: calculated total energy -55581.33708 eV.